Formula: C3H3NO
Source: OMol25
Level of theory: wB97M-V/def2-TZVPD

E_HOMO	-9.65	eV
HOMO-LUMO gap	10.36	eV
DFT total energy	-246.04425	Eh

The geometry in XYZ format:
```
8
C3H3NO (wB97M-V/def2-TZVPD)
O -0.34 -1.93 1.19
C 0.09 -0.84 1.15
C 0.55 0.38 1.06
C -0.57 0.18 -1.78
N -0.51 1.27 -2.13
H -0.64 -0.84 -1.46
H 1.46 0.58 0.50
H -0.03 1.20 1.47
```

=====

Formula: C24H24As2CsF6N6O7S2
Source: OMol25
Level of theory: wB97M-V/def2-TZVPD

E_HOMO (spin up / spin down)	-2.40 / -2.40	eV
multiplicity	2
<S²>	0.752
HOMO-LUMO gap (spin up / spin down)	5.53 / 4.37	eV
net charge	-2
DFT total energy	-7671.63515	Eh

The geometry in XYZ format:
```
72
C24H24As2CsF6N6O7S2 (wB97M-V/def2-TZVPD)
Cs -0.57 1.47 -0.81
N 1.57 -3.73 -0.65
C 1.16 -2.42 -0.51
N 1.91 -1.46 -0.14
C 3.21 -1.75 0.27
N 3.94 -0.95 0.96
N 3.54 0.32 1.22
C 2.45 0.52 1.85
C 2.06 1.92 2.20
C 2.42 2.43 3.43
C 1.98 3.70 3.78
C 1.19 4.40 2.88
C 0.88 3.80 1.66
N 1.31 2.58 1.32
C 3.79 -3.04 -0.14
C 5.15 -3.31 -0.11
C 5.64 -4.55 -0.48
C 4.76 -5.54 -0.90
C 3.40 -5.29 -0.96
C 2.91 -4.04 -0.58
H 0.89 -4.43 -0.91
H 0.11 -2.23 -0.69
H 1.79 -0.28 2.17
H 3.03 1.84 4.11
H 2.23 4.13 4.74
H 0.76 5.37 3.10
H 0.25 4.34 0.96
H 5.81 -2.51 0.21
H 6.70 -4.75 -0.46
H 5.14 -6.51 -1.20
H 2.71 -6.05 -1.30
O -2.19 -2.36 1.68
S -1.64 -1.02 1.64
O -0.62 -0.75 2.64
O -1.20 -0.61 0.30
C -3.00 0.09 2.07
C -3.00 0.54 3.38
C -4.02 1.32 3.89
C -5.09 1.66 3.08
C -5.10 1.24 1.76
C -4.07 0.46 1.25
S -4.12 0.27 -0.53
O -5.46 0.59 -0.97
O -3.77 -1.13 -0.88
O -3.07 1.17 -1.02
H -2.15 0.27 4.00
H -3.97 1.68 4.91
H -5.89 2.29 3.45
H -5.90 1.53 1.09
O -3.38 7.35 2.30
C -2.40 6.63 2.12
N -1.45 5.95 1.96
F 1.92 0.99 -1.82
As 2.28 2.37 -2.84
F 0.55 2.78 -2.79
F 2.55 3.35 -1.46
F 2.58 3.70 -3.90
F 3.94 1.91 -2.92
F 1.95 1.37 -4.24
C -2.41 -2.93 -2.57
As -2.06 -1.02 -2.46
C -0.39 -0.86 -3.54
C -3.29 -0.22 -3.72
H -2.22 -3.28 -3.59
H -3.44 -3.09 -2.28
H -1.75 -3.45 -1.88
H -0.72 -1.22 -4.51
H 0.40 -1.50 -3.16
H -0.01 0.16 -3.61
H -3.25 -0.77 -4.66
H -2.96 0.81 -3.89
H -4.29 -0.21 -3.30
```

=====

Formula: C28H72CrO30S9
Source: OMol25
Level of theory: wB97M-V/def2-TZVPD

E_HOMO (spin up / spin down)	-6.86 / -6.99	eV
multiplicity	5
<S²>	6.011
HOMO-LUMO gap (spin up / spin down)	7.12 / 7.25	eV
DFT total energy	-7995.07664	Eh

The geometry in XYZ format:
```
140
C28H72CrO30S9 (wB97M-V/def2-TZVPD)
Cr -0.96 -1.16 0.49
C -0.47 0.94 -0.28
O -0.66 0.93 0.93
O -1.49 0.54 -0.88
O 0.43 0.12 -0.51
O -0.95 -2.54 -1.25
S -0.50 -2.71 -2.63
O 0.72 -3.46 -2.93
O -1.77 -3.46 -3.37
C -2.25 -4.69 -2.95
C -3.38 -4.90 -4.01
C -0.66 -1.19 -3.75
H -2.65 -4.60 -1.94
H -1.49 -5.45 -3.11
H -3.92 -3.95 -4.03
H -4.01 -5.78 -3.85
H -2.94 -5.01 -5.00
H -0.50 -1.50 -4.78
H 0.06 -0.40 -3.51
H -1.68 -0.83 -3.65
O 0.63 -0.48 4.66
S -0.77 -0.46 4.21
O -1.07 -0.90 2.84
O -1.71 -1.30 5.34
C -3.13 -1.43 5.19
C -3.78 -2.15 6.40
C -1.43 1.34 4.40
H -3.51 -1.92 4.30
H -3.49 -0.41 5.11
H -3.41 -3.16 6.58
H -4.85 -2.26 6.26
H -3.64 -1.63 7.35
H -0.76 1.98 3.82
H -1.41 1.58 5.46
H -2.41 1.35 3.94
O 4.55 1.57 0.49
S 4.73 1.91 -0.93
O 5.26 3.20 -1.36
O 5.74 0.71 -1.64
C 5.98 0.86 -3.01
C 6.96 -0.19 -3.55
C 3.17 1.59 -1.87
H 6.41 1.84 -3.20
H 5.06 0.73 -3.58
H 6.82 -0.14 -4.63
H 6.72 -1.20 -3.22
H 8.03 -0.08 -3.37
H 3.13 0.51 -1.75
H 3.37 1.90 -2.90
H 2.36 2.12 -1.38
O -1.62 6.50 -0.24
S -1.22 5.13 -0.36
O -2.05 4.20 -1.11
O 0.33 5.04 -0.90
C 1.27 6.10 -0.68
C 2.65 5.47 -0.68
C -1.02 4.50 1.44
H 1.09 6.70 0.22
H 1.15 6.79 -1.51
H 2.65 4.62 0.01
H 3.36 6.22 -0.32
H 2.74 5.23 -1.74
H -1.87 4.70 2.10
H -0.22 5.16 1.78
H -0.87 3.42 1.44
O -1.72 -3.02 1.40
S -2.41 -4.07 2.15
O -3.81 -3.86 2.64
O -2.42 -5.51 1.17
C -1.24 -5.79 0.52
C -1.42 -7.06 -0.38
C -1.41 -4.62 3.57
H -0.29 -5.74 1.05
H -1.04 -4.96 -0.16
H -0.78 -6.96 -1.26
H -2.41 -7.21 -0.82
H -1.12 -8.03 0.03
H -1.53 -3.92 4.39
H -0.38 -4.63 3.23
H -1.72 -5.61 3.91
O -4.94 -0.06 2.59
S -4.40 -0.07 1.18
O -3.23 -0.86 0.80
O -5.64 -0.43 0.23
C -5.51 -0.50 -1.18
C -6.87 -0.56 -1.87
C -3.92 1.68 0.80
H -4.94 -1.38 -1.49
H -4.98 0.39 -1.50
H -7.51 -1.35 -1.48
H -6.83 -0.67 -2.96
H -7.43 0.37 -1.73
H -3.09 1.90 1.47
H -4.80 2.31 0.93
H -3.56 1.70 -0.23
O 0.79 -2.39 1.11
S 2.10 -2.43 1.74
O 2.30 -3.23 2.90
O 3.20 -2.92 0.64
C 2.97 -2.71 -0.73
C 4.33 -2.45 -1.46
C 2.72 -0.73 1.98
H 2.28 -1.88 -0.86
H 2.51 -3.63 -1.12
H 4.24 -2.61 -2.54
H 5.05 -3.23 -1.21
H 4.69 -1.45 -1.26
H 3.81 -0.72 1.99
H 2.29 -0.21 2.84
H 2.32 -0.15 1.15
O 0.68 2.38 7.12
S 1.98 2.39 6.49
O 3.02 1.29 6.62
O 1.75 2.68 4.84
C 2.91 2.68 4.03
C 2.34 3.13 2.66
C 2.73 4.01 7.02
H 3.31 1.67 3.97
H 3.64 3.43 4.35
H 1.60 2.40 2.32
H 3.07 3.22 1.86
H 1.85 4.10 2.66
H 2.73 4.73 6.20
H 3.76 3.79 7.31
H 2.17 4.45 7.84
O 1.64 1.02 -4.70
S 0.82 2.18 -4.98
O 1.34 3.14 -5.91
O -0.64 1.61 -5.51
C -0.64 0.67 -6.53
C -1.02 1.34 -7.88
C 0.25 2.96 -3.36
H -1.39 -0.07 -6.26
H 0.31 0.14 -6.69
H -1.08 0.61 -8.69
H -0.43 2.19 -8.22
H -2.07 1.59 -7.73
H -0.35 3.79 -3.74
H 1.06 3.36 -2.75
H -0.40 2.22 -2.90
```

=====

Formula: C7H19N
Source: OMol25
Level of theory: wB97M-V/def2-TZVPD

E_HOMO	-8.10	eV
HOMO-LUMO gap	8.99	eV
DFT total energy	-332.81645	Eh

The geometry in XYZ format:
```
27
C7H19N (wB97M-V/def2-TZVPD)
C -1.47 0.22 -0.05
C -1.62 -0.08 -1.53
C -0.45 1.31 0.18
C -1.05 -1.22 0.70
C -2.80 0.63 0.57
H -3.18 1.54 0.09
H -3.54 -0.16 0.44
H -0.67 -0.37 -1.97
H -2.33 -0.89 -1.69
H -1.98 0.80 -2.06
H -0.33 1.56 1.23
H -0.70 2.21 -0.37
H 0.62 0.90 -0.10
H -0.43 -1.88 0.09
H -1.98 -1.77 0.83
H -0.63 -1.03 1.69
H -2.69 0.83 1.63
C 2.65 -0.21 -1.20
C 2.64 -0.24 1.26
N 1.99 -0.60 0.02
H 0.99 -0.78 0.04
H 2.78 0.88 -1.27
H 3.64 -0.65 -1.24
H 2.05 -0.60 2.10
H 2.07 -0.56 -2.05
H 2.77 0.85 1.36
H 3.64 -0.69 1.30
```

=====

Going through the records in order, we get molar mass values of 69.06, 969.36, 1229.45, 117.24 g/mol.